Entry 1:
2 unconnected molecules or ions with the total composition C11H11F4NO2. Source: OMol25; level of theory: ωB97M-V/def2-TZVPD.

Results
- LUMO (eV) = -2.58
- SMILES string = O=C1C(F)=C(F)C(=O)C(F)=C1F.C[C@@H]1CCCN1
- energy relative to the best compared isomer or geometry (same formula, charge and spin) (kcal/mol) = 5.9

```
! wB97M-V def2-TZVPD RIJCOSX def2/J DEFGRID3
* xyz 0 1
O 0.9763 0.2123 5.0132
C 0.3702 0.0009 3.9486
C 0.5664 -1.2094 3.1554
F 1.4249 -2.1203 3.6653
C -0.1578 -1.4763 2.0538
F -0.0420 -2.6584 1.4127
C -1.2172 -0.6027 1.5755
O -2.0903 -0.9767 0.7680
C -1.2872 0.6840 2.2603
F -2.2091 1.5466 1.7936
C -0.5797 0.9532 3.3818
F -0.8119 2.0645 4.1064
C 0.1935 2.2579 -1.7063
C 0.5976 0.8309 -1.4073
C 1.2611 0.1305 -2.6057
C 0.6667 -1.2914 -2.6644
C -0.5830 -1.2364 -1.7843
N -0.4234 -0.0748 -0.9295
H 1.1136 2.8479 -1.8033
H -0.3890 2.3249 -2.6307
H -0.3897 2.6968 -0.8898
H 1.3193 0.8492 -0.5815
H 1.0624 0.6762 -3.5335
H 2.3428 0.0948 -2.4265
H 0.4066 -1.5930 -3.6820
H 1.3922 -1.9987 -2.2519
H -1.4962 -1.1187 -2.4024
H -0.7172 -2.1588 -1.1992
H -1.2999 0.3448 -0.6363
*
```

=====

Entry 2:
2 unconnected molecules or ions with the total composition C2H9N4O. Source: OMol25; level of theory: ωB97M-V/def2-TZVPD.

Results
- LUMO (eV) = -3.70
- energy relative to the best compared isomer or geometry (same formula, charge and spin) (kcal/mol) = 15.1

```
! wB97M-V def2-TZVPD RIJCOSX def2/J DEFGRID3
* xyz 1 1
N -1.6162 -1.4541 0.0023
C -1.4089 -0.5918 -0.9829
N -0.6590 -0.9221 -2.0309
H -0.9012 -2.2292 0.1673
H -2.2574 -1.1469 0.7602
H -1.9559 0.3338 -1.0236
H -0.4938 -0.2163 -2.7853
H -0.0402 -1.6942 -1.9801
N 0.8683 0.4626 2.0435
C 0.8289 0.8827 0.6985
N 1.9365 0.3976 0.0033
O -0.0930 1.6061 0.2606
H -0.0630 0.3531 2.4514
H 1.4103 -0.3921 2.2519
H 2.0594 0.8958 -0.8722
H 2.7585 0.1141 0.5244
*
```

=====

Entry 3:
9 unconnected molecules or ions with the total composition C26H66Cl2O26P5. Source: OMol25; level of theory: ωB97M-V/def2-TZVPD.

Results
- LUMO (eV) = 2.15

```
! wB97M-V def2-TZVPD RIJCOSX def2/J DEFGRID3
* xyz -1 1
C -7.8120 -7.9087 -17.6028
C -6.4808 -8.2820 -16.9392
O -6.0278 -9.4111 -17.2559
O -5.9395 -7.4122 -16.2144
H -7.8953 -6.8221 -17.6919
H -8.6463 -8.2689 -17.0000
H -7.8627 -8.3055 -18.6196
C -6.3590 -5.2182 -13.8498
Cl -7.9366 -5.5455 -13.0525
Cl -5.4440 -4.0048 -12.9374
H -5.8293 -6.1583 -13.8780
H -6.6190 -4.7828 -14.8016
C -14.3881 -6.3104 -21.9167
O -13.2313 -6.3861 -21.0631
P -13.0943 -7.5919 -20.0243
O -13.3401 -8.9152 -20.5797
O -11.6818 -7.3254 -19.4201
C -10.4615 -7.5610 -20.1040
O -13.9540 -7.2140 -18.7540
C -15.3332 -6.9064 -18.8360
H -14.9758 -7.2259 -21.8591
H -14.0085 -6.2513 -22.9352
H -14.9703 -5.4311 -21.6597
H -10.6197 -8.1242 -21.0297
H -9.7786 -8.1819 -19.5270
H -9.9771 -6.6157 -20.3438
H -15.4706 -5.8220 -18.7959
H -15.8130 -7.3128 -17.9462
H -15.8264 -7.3054 -19.7201
C -8.5997 -10.0190 -22.4168
O -8.6165 -10.3300 -21.0197
P -9.5973 -11.4554 -20.4897
O -10.9948 -11.2898 -20.8454
O -8.9138 -12.7755 -21.0661
C -9.4266 -14.0330 -20.6421
O -9.3211 -11.4577 -18.9518
C -8.0626 -11.1233 -18.3256
H -9.6055 -10.1144 -22.8264
H -7.8799 -10.6412 -22.9461
H -8.2872 -8.9777 -22.4920
H -9.7540 -14.5993 -21.5163
H -10.3024 -13.9307 -19.9988
H -8.6492 -14.5998 -20.1325
H -8.2620 -10.5208 -17.4459
H -7.3902 -10.5916 -18.9892
H -7.5954 -12.0479 -17.9731
C -1.1128 -12.3847 -19.5108
O -2.2916 -12.1600 -20.2862
P -2.9071 -10.7035 -20.3443
O -2.8258 -9.9257 -19.1359
O -2.1591 -10.0126 -21.5853
C -2.1458 -10.6812 -22.8537
O -4.3432 -11.0470 -20.9194
C -5.2405 -9.9214 -20.9668
H -0.3828 -12.8972 -20.1375
H -1.3637 -13.0152 -18.6588
H -0.6961 -11.4543 -19.1262
H -1.1847 -11.1733 -22.9888
H -2.3027 -9.9142 -23.6086
H -2.9497 -11.4139 -22.9019
H -4.8213 -9.1208 -21.5854
H -5.4012 -9.5156 -19.9616
H -6.1814 -10.2702 -21.3804
C -4.7721 -13.1480 -18.3668
O -3.8942 -13.8347 -17.4548
P -3.4632 -13.0143 -16.1610
O -2.8967 -11.7049 -16.4060
O -4.7607 -13.0950 -15.2506
C -5.7320 -12.0392 -15.2254
O -2.4909 -14.0245 -15.4532
C -2.9093 -15.3611 -15.1696
H -5.7411 -13.6560 -18.4178
H -4.2892 -13.1385 -19.3340
H -5.0447 -12.1422 -18.0292
H -6.5916 -12.3021 -15.8485
H -5.3746 -11.0839 -15.6255
H -6.0795 -11.9046 -14.2042
H -3.8362 -15.6110 -15.6837
H -3.0317 -15.4799 -14.0947
H -2.1299 -16.0358 -15.5231
C -7.9279 -9.3728 -13.9055
O -8.4547 -10.5342 -14.5717
P -9.9991 -10.5888 -14.8731
O -10.8716 -10.7170 -13.7096
O -10.2397 -9.3593 -15.7952
C -11.3303 -9.2925 -16.7319
O -10.1115 -11.8078 -15.8860
C -9.6654 -13.0843 -15.4382
H -7.8165 -9.5817 -12.8416
H -8.5172 -8.4675 -14.0415
H -6.9441 -9.1831 -14.3356
H -10.9454 -8.8661 -17.6496
H -12.1208 -8.6464 -16.3504
H -11.7528 -10.2812 -16.8975
H -8.7629 -13.0083 -14.8303
H -9.4442 -13.6921 -16.3145
H -10.4434 -13.5829 -14.8569
O -3.5002 -6.8773 -18.7604
C -3.4441 -6.6878 -19.9356
O -4.4653 -6.2092 -20.6879
C -5.7587 -6.1140 -20.1018
C -6.5843 -5.1723 -20.9503
C -2.2302 -6.9064 -20.7802
H -5.7177 -5.6979 -19.0941
H -6.1968 -7.1115 -20.0127
H -6.2519 -4.1585 -20.7085
H -7.6515 -5.2674 -20.7570
H -6.4247 -5.2610 -22.0276
H -1.7108 -7.8415 -20.6059
H -1.5147 -6.1226 -20.5032
H -2.3900 -6.8156 -21.8536
O -9.7832 -3.1357 -16.9651
C -8.5954 -3.2635 -16.8034
O -7.9430 -2.7525 -15.7462
C -8.7670 -2.3168 -14.6509
C -9.0683 -0.8354 -14.7302
C -7.6728 -3.9027 -17.7990
H -8.1265 -2.4822 -13.7847
H -9.6744 -2.9040 -14.5433
H -9.5729 -0.5173 -13.8117
H -9.7257 -0.5783 -15.5599
H -8.1583 -0.2344 -14.7624
H -7.3922 -3.1456 -18.5395
H -8.2151 -4.6504 -18.3700
H -6.7537 -4.2816 -17.3584
*
```

=====

Entry 4:
5 unconnected molecules or ions with the total composition C4H19N2O4. Source: OMol25; level of theory: ωB97M-V/def2-TZVPD.

Results
- LUMO (eV) = -2.61
- energy relative to the best compared isomer or geometry (same formula, charge and spin) (kcal/mol) = 34.7

```
! wB97M-V def2-TZVPD RIJCOSX def2/J DEFGRID3
* xyz 1 1
C -1.3613 2.1139 2.2536
C -0.9552 2.0589 0.7219
C 0.2052 1.1484 0.5454
C 0.0189 -0.1077 0.1615
N 1.1266 -1.0817 0.2746
N -2.7438 2.5549 2.3222
H -0.6729 2.8277 2.7035
H -1.2073 1.0923 2.5895
H -0.6426 3.0423 0.4009
H -1.7785 1.7360 0.0805
H 1.2117 1.4786 0.8436
H -0.8521 -0.4917 -0.3274
H 1.7069 -0.9229 1.0935
H 0.7785 -2.0503 0.2651
H 1.7084 -0.9622 -0.5740
H -3.2669 2.2449 3.1348
H -2.8816 3.5590 2.3433
H -3.0141 -2.1391 -1.6990
H -1.7448 -1.6154 -2.4510
O -2.1015 -1.8442 -1.5840
H 4.3053 -0.4482 -0.8876
H 3.3236 -0.2249 -2.1371
O 3.4102 -0.6033 -1.2282
H 3.1156 -0.1195 -4.3256
H 3.2466 -1.6467 -3.9006
O 2.7527 -0.8174 -3.7619
H -1.4929 -3.1937 1.7394
H -1.3240 -2.5047 0.3859
O -0.8707 -3.0831 1.0173
*
```

=====

Entry 5:
A single C21H26N2O6S molecule. Source: OMol25; level of theory: ωB97M-V/def2-TZVPD.

Results
- LUMO (eV) = 0.38
- SMILES string = COc1ccc(CCNC(=S)NC(=O)c2cc(OC)c(OC)c(OC)c2)cc1OC
- energy relative to the best compared isomer or geometry (same formula, charge and spin) (kcal/mol) = 44.4

```
! wB97M-V def2-TZVPD RIJCOSX def2/J DEFGRID3
* xyz 0 1
C -0.6904 -0.8276 2.7342
O -0.0484 -1.5619 1.7224
C 1.2336 -1.2204 1.3900
C 2.0146 -0.2945 2.0588
C 3.2909 0.0133 1.6085
C 3.8019 -0.5930 0.4756
C 5.1065 -0.1510 -0.1300
C 4.9702 1.2697 -0.7319
N 3.6159 1.5385 -1.1501
C 2.7993 2.3033 -0.4187
S 3.2875 3.4524 0.6602
N 1.4343 2.1504 -0.5899
C 0.7701 1.1068 -1.1855
O 1.3316 0.2849 -1.8908
C -0.6676 1.0388 -0.8433
C -1.2549 -0.2226 -0.8130
C -2.5635 -0.3820 -0.3880
O -3.1540 -1.5985 -0.2387
C -2.3888 -2.7549 -0.5098
C -3.3453 0.7466 -0.0574
O -4.6348 0.6505 0.3995
C -5.5122 -0.2868 -0.1948
C -2.7623 2.0221 -0.1418
O -3.3581 3.2106 0.1426
C -4.7591 3.3339 0.2630
C -1.4241 2.1507 -0.5103
C 3.0312 -1.5481 -0.1821
C 1.7644 -1.8769 0.2607
O 0.9421 -2.7877 -0.3390
C 1.3432 -3.3202 -1.5789
H -1.7114 -1.2049 2.7692
H -0.7111 0.2424 2.5010
H -0.2152 -0.9808 3.7086
H 1.6336 0.2144 2.9295
H 3.8718 0.7532 2.1371
H 5.3950 -0.8531 -0.9135
H 5.8964 -0.1352 0.6218
H 5.6379 1.3794 -1.5902
H 5.2278 2.0275 0.0111
H 3.1482 0.8254 -1.7097
H 0.8928 2.7795 -0.0096
H -0.6492 -1.0729 -1.0697
H -3.0369 -3.5926 -0.2560
H -2.1229 -2.8115 -1.5697
H -1.4830 -2.7879 0.1001
H -5.3592 -0.3487 -1.2746
H -6.5163 0.0874 0.0089
H -5.3966 -1.2797 0.2423
H -5.1382 2.8150 1.1448
H -5.2735 2.9641 -0.6273
H -4.9365 4.4048 0.3624
H -1.0379 3.1561 -0.5709
H 3.4321 -2.0192 -1.0654
H 2.2456 -3.9324 -1.4824
H 1.5135 -2.5246 -2.3113
H 0.5192 -3.9519 -1.9083
*
```

=====

Entry 6:
A single C24H28N2O5S2 molecule. Source: OMol25; level of theory: ωB97M-V/def2-TZVPD.

Results
- LUMO (eV) = 0.38
- SMILES string = CCOc1ccc(N(CC(=O)NCCSCc2ccco2)S(=O)(=O)c2ccc(C)cc2)cc1
- energy relative to the best compared isomer or geometry (same formula, charge and spin) (kcal/mol) = 7.2

```
! wB97M-V def2-TZVPD RIJCOSX def2/J DEFGRID3
* xyz 0 1
C -2.0080 -6.3343 0.0356
C -1.1308 -5.1078 -0.1607
O -1.2120 -4.3304 1.0178
C -0.6189 -3.1077 1.0363
C 0.1891 -2.5898 0.0321
C 0.7250 -1.3186 0.1489
C 0.4556 -0.5207 1.2543
N 1.0159 0.7627 1.3533
C 0.6340 1.6356 2.4365
C -0.8119 2.1484 2.3809
O -1.3312 2.6590 3.3520
N -1.4118 2.0185 1.1871
C -2.6971 2.6091 0.8948
C -2.6278 3.4757 -0.3647
S -3.4283 2.7431 -1.8300
C -2.2814 1.3740 -2.2942
C -2.7279 0.0662 -1.7689
C -3.3534 -0.9744 -2.3942
C -3.5939 -1.9508 -1.3975
C -3.1047 -1.4309 -0.2413
O -2.5738 -0.2155 -0.4558
S 1.5613 1.5386 -0.0372
O 1.8672 2.8877 0.3318
O 0.6170 1.3626 -1.1117
C 3.0937 0.7114 -0.4312
C 3.9641 0.3980 0.5936
C 5.1776 -0.1942 0.2913
C 5.5277 -0.4660 -1.0276
C 6.8321 -1.1224 -1.3544
C 4.6355 -0.1337 -2.0433
C 3.4195 0.4566 -1.7500
C -0.3554 -1.0441 2.2632
C -0.8681 -2.3185 2.1596
H -1.9711 -6.9617 -0.8503
H -3.0349 -6.0290 0.2157
H -1.6615 -6.9047 0.8928
H -1.4832 -4.5208 -1.0201
H -0.0900 -5.4110 -0.3430
H 0.4132 -3.1616 -0.8540
H 1.3412 -0.9452 -0.6506
H 1.2727 2.5204 2.3635
H 0.8213 1.1615 3.4031
H -0.9407 1.5596 0.4220
H -2.9649 3.2101 1.7680
H -3.4509 1.8249 0.7694
H -3.1662 4.4120 -0.2241
H -1.5919 3.6995 -0.6224
H -2.2925 1.3516 -3.3822
H -1.2876 1.6404 -1.9386
H -3.6123 -1.0331 -3.4314
H -4.0733 -2.8997 -1.5263
H -3.0770 -1.8053 0.7616
H 3.6854 0.6169 1.6121
H 5.8627 -0.4449 1.0874
H 6.6777 -2.1889 -1.5190
H 7.5432 -1.0043 -0.5414
H 7.2581 -0.7037 -2.2630
H 4.8984 -0.3361 -3.0709
H 2.7148 0.7192 -2.5237
H -0.6066 -0.4573 3.1308
H -1.4920 -2.7211 2.9421
*
```

=====

Number 2 is which compound? C2H9N4O

=====

Which value of LUMO does entry 3 give? 2.15 eV

=====

Which formula does entry 1 have? C11H11F4NO2